1.
C22H66F6N13O24S2 | ωB97M-V/def2-TZVPD

```
133
Properties=species:S:1:pos:R:3:lowdin_charge:R:1
C -2.2318 -0.3965 1.2282 -0.649
F -2.4661 -1.5263 1.8916 0.115
F -3.0158 -0.3898 0.1537 0.153
F -2.4802 0.6555 1.9899 0.148
S -0.4350 -0.4571 0.6851 0.654
O 0.1947 -1.1317 1.7798 -0.268
O -0.4498 -1.1456 -0.5661 -0.285
N 0.0414 1.1449 0.6033 -0.299
S 0.5345 1.4522 -0.8929 0.595
O 1.3974 0.4718 -1.4721 -0.257
O -0.5014 2.0063 -1.7245 -0.280
C 1.6753 2.8410 -0.5207 -0.659
F 2.7056 2.3392 0.1740 0.132
F 2.0483 3.3931 -1.6611 0.161
F 1.0873 3.7800 0.2360 0.132
C 1.0975 -4.3929 -2.8980 -0.598
O 1.8552 -4.9851 -2.1438 0.037
N 0.2721 -3.3421 -2.4873 0.166
N 1.0728 -4.6302 -4.2661 0.164
H 0.4574 -3.1859 -1.5048 0.066
H -0.6925 -3.4302 -2.7612 0.080
H 0.2352 -4.3198 -4.7287 0.086
H 1.5260 -5.4860 -4.5335 0.099
C -1.9909 -1.5300 5.7554 -0.650
O -1.4286 -2.6076 5.6928 0.032
N -2.3512 -0.9183 6.9504 0.142
N -2.2951 -0.7631 4.6418 0.166
H -3.0672 -0.2183 6.9346 0.079
H -2.0616 -1.3810 7.7893 0.092
H -2.1361 -1.2812 3.7960 0.062
H -2.4744 0.2270 4.7470 0.053
C -3.2159 4.8766 0.8179 -0.675
O -3.9406 5.7023 0.3069 0.029
N -2.4655 4.0120 0.0590 0.179
N -3.0515 4.7465 2.1690 0.162
H -2.4117 4.2272 -0.9182 0.077
H -2.0217 3.1841 0.4088 0.062
H -3.6187 5.2293 2.8376 0.099
H -2.3296 4.1608 2.5646 0.053
C 1.2346 -4.5966 3.5921 -0.646
O 2.0233 -4.2604 4.4562 0.022
N 1.2704 -5.8525 3.0109 0.146
N 0.2508 -3.7691 3.1133 0.172
H 1.6870 -6.6116 3.5065 0.092
H 0.8817 -5.9252 2.0908 0.082
H -0.3616 -4.1350 2.4109 0.087
H 0.1620 -2.8243 3.4300 0.066
C -4.8145 -2.9667 -1.2202 -0.677
O -5.8452 -2.4425 -1.6149 0.028
N -3.7801 -3.2291 -2.0882 0.153
N -4.5941 -3.2542 0.0993 0.151
H -3.9964 -3.0056 -3.0499 0.081
H -3.0141 -3.8725 -2.0136 0.081
H -5.2531 -2.8560 0.7426 0.103
H -3.7134 -3.5600 0.4659 0.085
C 4.2042 -1.1981 3.5297 -0.669
O 5.0969 -2.0224 3.6794 0.013
N 4.4414 0.0708 3.0444 0.152
N 2.9093 -1.4002 3.9621 0.169
H 5.3671 0.3487 2.7859 0.090
H 3.7338 0.7848 3.0667 0.066
H 2.7628 -2.2989 4.4001 0.066
H 2.1861 -0.8895 3.4848 0.048
C 6.0356 0.3298 -1.2508 -0.252
C 6.3535 -0.4536 -2.4878 -0.232
O 6.2781 0.3061 -3.7073 -0.084
O 4.6419 0.5799 -1.2233 -0.073
H 6.6220 1.2518 -1.1801 0.125
H 6.2841 -0.3322 -0.4103 0.108
H 5.6621 -1.2997 -2.5866 0.116
H 7.3463 -0.9085 -2.4415 0.118
H 5.7515 1.0934 -3.4932 0.052
H 4.4357 1.2203 -0.5405 0.069
C -1.5448 4.7070 -3.8171 -0.260
C -2.0050 3.3273 -4.2652 -0.253
O -2.7637 3.4038 -5.4753 -0.056
O -2.4934 5.7206 -4.0275 -0.048
H -0.6357 4.9992 -4.3493 0.119
H -1.2356 4.6155 -2.7668 0.097
H -2.5526 2.8642 -3.4349 0.115
H -1.1129 2.7159 -4.4427 0.104
H -3.1103 2.5147 -5.5986 0.068
H -3.3789 5.3510 -3.9544 0.089
C -1.4892 -0.5730 -3.9243 -0.198
C -2.4981 -0.5929 -5.0186 -0.242
O -3.2248 -1.8045 -5.1604 -0.065
O -0.3024 -1.2499 -4.4515 -0.112
H -1.7657 -1.0428 -2.9773 0.106
H -1.0991 0.4281 -3.7154 0.090
H -2.0405 -0.3860 -5.9900 0.126
H -3.2437 0.1890 -4.8614 0.115
H -2.6288 -2.5525 -5.2540 0.077
H 0.3786 -1.2425 -3.7646 0.047
C 0.1947 3.1012 3.5386 -0.176
C 0.7086 1.8419 4.2114 -0.189
O 1.2909 1.0135 3.2010 -0.113
O -0.9339 2.7217 2.7165 -0.150
H 0.9797 3.5191 2.9043 0.117
H -0.1701 3.8829 4.2046 0.124
H -0.1397 1.3244 4.6726 0.110
H 1.4893 1.9052 4.9689 0.128
H 0.8132 1.0773 2.3572 0.011
H -0.6025 2.1639 1.9883 0.011
C 2.0126 0.8644 -4.5903 -0.262
C 3.0833 1.8340 -5.0071 -0.190
O 3.7203 2.3458 -3.8078 -0.091
O 2.5755 -0.2679 -3.9521 -0.064
H 1.4222 0.6109 -5.4773 0.121
H 1.2671 1.2670 -3.8891 0.095
H 2.7216 2.6955 -5.5712 0.120
H 3.8690 1.3029 -5.5452 0.122
H 3.6114 3.2936 -3.7175 0.075
H 3.2078 0.0995 -3.3131 0.060
C 3.3892 -1.7333 -0.3174 -0.226
C 2.7188 -2.9132 0.3808 -0.234
O 3.3369 -4.1576 0.1016 -0.068
O 4.8069 -1.8033 -0.2381 -0.090
H 3.1521 -0.8193 0.2435 0.101
H 3.0029 -1.5502 -1.3289 0.105
H 1.6520 -2.9021 0.1263 0.086
H 2.7945 -2.7411 1.4579 0.106
H 2.9199 -4.5254 -0.7007 0.041
H 5.0387 -2.7286 -0.0848 0.095
C -5.5962 1.2882 4.3589 -0.242
C -4.5651 2.2058 3.7679 -0.249
O -3.2912 1.9189 4.3277 -0.104
O -6.9213 1.7333 4.0309 -0.065
H -5.5010 1.1775 5.4429 0.121
H -5.5210 0.2876 3.9275 0.122
H -4.8340 3.2243 4.0851 0.114
H -4.5653 2.1912 2.6788 0.122
H -2.6353 2.4046 3.8076 0.043
H -7.0735 2.5009 4.5927 0.080
```

Calculated values
energy above the lowest of the compared OMol25 structures with the same formula, charge and spin = 0.0 kJ/mol
E_tot = -130376.3603 eV
charge = -1
LUMO = 1.57 eV
HOMO-LUMO gap = 8.481 eV

2.
C22H66O11S11 | ωB97M-V/def2-TZVPD

```
110
Properties=species:S:1:pos:R:3:lowdin_charge:R:1
C 15.8519 17.5104 13.6830 -0.269
S 17.4115 17.2076 12.7876 0.842
O 18.5178 16.8996 13.7593 -0.574
C 16.9158 15.7308 11.9893 -0.289
H 16.0388 18.4884 14.1644 0.049
H 15.4435 16.7898 14.4128 0.056
H 14.9860 17.6538 13.0083 0.039
H 17.6991 15.5658 11.2493 0.052
H 15.9293 16.0314 11.5982 0.034
H 16.8196 14.8593 12.6084 0.056
C 10.0693 10.1451 13.1926 -0.261
S 10.4950 11.6669 12.3734 0.799
O 10.2720 11.4508 10.8842 -0.567
C 9.0452 12.5541 12.9225 -0.229
H 10.8783 9.4189 13.1341 0.043
H 9.1277 9.7333 12.8432 0.070
H 9.9260 10.3739 14.2067 0.025
H 8.2939 11.8314 13.0084 0.038
H 8.9284 13.4242 12.3232 0.049
H 9.2549 12.8802 13.9415 0.026
C 13.7737 13.2875 11.7207 -0.288
S 12.7112 14.7017 11.9231 0.823
O 13.6774 15.8301 12.2796 -0.586
C 12.2782 14.9312 10.0477 -0.172
H 14.0450 13.0907 12.7277 0.011
H 14.6572 13.6499 11.1975 0.066
H 13.3071 12.4485 11.2999 0.006
H 11.6047 15.7499 10.0274 0.020
H 11.8710 13.9990 9.5759 0.070
H 13.2751 15.1032 9.6752 0.033
C 14.3585 14.4597 19.3989 -0.270
S 14.6988 13.2235 20.7133 0.810
O 14.1662 11.9480 20.1889 -0.573
C 16.5445 13.1490 20.5814 -0.243
H 14.4810 13.9167 18.4826 -0.014
H 15.1555 15.2350 19.3256 0.062
H 13.3790 14.9275 19.1889 0.038
H 16.9210 14.1292 20.9502 0.056
H 16.7884 13.0028 19.5144 0.020
H 16.7589 12.3036 21.2823 0.056
C 14.2582 8.7654 12.9640 -0.246
S 14.9668 10.0920 11.9849 0.764
O 16.0659 10.6293 12.7632 -0.531
C 15.7432 9.1869 10.6669 -0.271
H 13.5417 8.1910 12.3673 0.065
H 13.6419 9.1878 13.7416 -0.001
H 15.0188 8.1426 13.3746 0.034
H 16.3032 9.9260 10.0288 0.067
H 15.0138 8.6470 10.0038 0.071
H 16.4587 8.5033 11.1104 0.051
C 6.1348 13.9504 17.6150 -0.267
S 7.4523 12.7402 17.7872 0.787
O 7.9553 12.3115 16.4646 -0.565
C 8.7188 13.7316 18.6749 -0.235
H 6.5159 14.8490 17.1004 0.021
H 5.7352 14.2013 18.6204 0.065
H 5.4132 13.4315 16.9378 0.063
H 9.5376 13.0340 19.0059 0.070
H 8.2570 14.1164 19.5401 0.027
H 9.0088 14.5307 17.9721 0.009
C 17.6653 16.1661 16.9178 -0.287
S 17.5650 14.5309 16.2863 0.814
O 17.2120 13.5712 17.3793 -0.571
C 19.3494 14.4315 16.0054 -0.250
H 18.0708 16.8884 16.1511 0.068
H 18.0306 16.2443 17.9457 0.072
H 16.6739 16.5525 16.9468 0.026
H 19.8456 14.6290 16.9058 0.029
H 19.6285 15.1851 15.2329 0.050
H 19.7246 13.4572 15.5708 0.073
C 13.0155 10.1303 17.9003 -0.260
S 12.4051 9.0242 16.6218 0.857
O 12.2453 9.7399 15.2933 -0.584
C 13.8480 7.9505 16.4440 -0.252
H 12.9814 9.5341 18.8148 0.060
H 12.3597 10.9682 17.9974 0.035
H 14.0516 10.3797 17.6515 0.054
H 14.1246 7.4417 17.3449 0.053
H 14.6465 8.4599 15.9474 0.006
H 13.4851 7.1590 15.7668 0.061
C 9.6248 16.9494 14.4193 -0.214
S 9.3491 16.5340 16.1982 0.806
O 7.8657 16.4372 16.3512 -0.545
C 10.0000 18.0004 16.9397 -0.261
H 9.3687 16.1602 13.6827 0.062
H 10.6673 17.0973 14.2997 0.027
H 9.0521 17.8466 14.2455 0.051
H 11.0213 18.2149 16.6091 0.065
H 10.1740 17.6441 17.9535 0.047
H 9.4189 18.9018 16.9889 0.057
C 13.8678 13.5023 15.5973 -0.212
S 12.4971 14.1718 16.5879 0.786
O 12.7030 15.6497 16.7852 -0.538
C 11.2686 13.9436 15.4293 -0.326
H 13.5381 12.5050 15.1680 0.073
H 14.7575 13.3920 16.2866 0.041
H 14.0429 14.1880 14.7887 0.028
H 10.2333 13.8161 15.8346 0.050
H 11.4743 13.0326 14.8695 0.039
H 11.4489 14.7531 14.8051 0.006
C 17.6037 10.6916 16.2079 -0.254
S 17.4494 8.9075 16.2825 0.814
O 17.1157 8.4869 14.8776 -0.553
C 19.1880 8.5832 16.5472 -0.273
H 16.6357 11.1916 16.3937 0.050
H 17.8924 10.9409 15.2750 0.014
H 18.2506 11.0467 17.0058 0.053
H 19.3632 7.4872 16.5192 0.064
H 19.5508 8.9918 17.4946 0.057
H 19.7108 9.0402 15.7388 0.043
```

Calculated values
energy above the lowest of the compared OMol25 structures with the same formula, charge and spin = 211.3 kJ/mol
E_tot = -165584.1795 eV
charge = 0
LUMO = 0.42 eV
HOMO-LUMO gap = 8.928 eV

Question: Which of these has the highest charge?
Answer: C22H66O11S11